1.
Here is a cluster of 2 separate species, C17H35NO9PS in total from the Open Molecules 2025 dataset. Energies are from ωB97M-V/def2-TZVPD.

Positions of all 64 atoms, in Å:
1 C 0.11312 0.14932 0.51718
2 O 1.34110 -0.43550 0.92890
3 C 1.94738 0.20727 2.01678
4 C 1.29329 -0.13268 3.35725
5 C 1.66396 0.78292 4.53341
6 C 1.76049 2.28788 4.25723
7 C 0.49968 3.07357 3.83009
8 C 0.80821 3.95734 2.61916
9 P 2.15239 5.14560 2.82155
10 O 3.44194 4.74985 2.26423
11 O 1.50112 6.47811 2.18699
12 O 2.23513 5.49868 4.39369
13 C -0.14618 3.91872 4.97774
14 O -1.42256 3.35231 5.29059
15 S -1.66416 1.97747 4.53160
16 O -1.24644 0.91509 5.37744
17 O -2.95630 1.98090 3.95573
18 O -0.60646 2.24774 3.38114
19 H -0.06826 -0.10711 -0.52972
20 H -0.73720 -0.23637 1.08862
21 H 0.15209 1.24150 0.64244
22 H 1.95119 1.29366 1.84238
23 H 2.98983 -0.12675 2.01589
24 H 1.60716 -1.14445 3.62756
25 H 0.21117 -0.18279 3.23002
26 H 0.97060 0.59819 5.35511
27 H 2.65388 0.49393 4.90075
28 H 2.53103 2.44905 3.50094
29 H 2.12929 2.76917 5.16701
30 H -0.09457 4.48511 2.30592
31 H 1.12823 3.32033 1.79087
32 H 2.20333 7.09580 1.93731
33 H 1.76520 6.31045 4.61604
34 H 0.47479 3.94979 5.86978
35 H -0.35339 4.93308 4.63720
36 C 1.30519 -2.31154 -4.03818
37 C -0.18490 -1.93477 -4.13077
38 C -0.74305 -2.44138 -5.47234
39 C -0.94968 -3.95757 -5.54345
40 C -1.27344 -4.57111 -4.17308
41 C -1.84196 -3.57133 -3.16306
42 N -0.86972 -2.50875 -2.95244
43 O -1.36552 -1.55409 -2.04970
44 C -2.00456 -4.29328 -1.82153
45 C -3.24374 -3.08404 -3.59174
46 C -0.29078 -0.41031 -4.14371
47 H 1.70348 -1.93964 -3.09264
48 H 1.88743 -1.88354 -4.86408
49 H 1.42770 -3.39688 -4.05006
50 H -1.69558 -1.93947 -5.65269
51 H -0.07734 -2.11345 -6.27930
52 H -1.76553 -4.16462 -6.24298
53 H -0.06511 -4.44499 -5.96360
54 H -1.97828 -5.40041 -4.29560
55 H -0.36794 -4.99653 -3.72916
56 H -1.02135 -4.58437 -1.44666
57 H -2.62815 -5.18854 -1.93613
58 H -2.46058 -3.62054 -1.09763
59 H -3.94057 -3.92613 -3.67041
60 H -3.22995 -2.56863 -4.55231
61 H -3.60583 -2.38453 -2.83850
62 H 0.25204 -0.02090 -5.01497
63 H 0.13040 0.01093 -3.23423
64 H -1.33276 -0.09680 -4.19784

Forces on atoms 1 to 6 (eV/Å):
C -0.17 -0.04 -0.12
O 0.10 0.06 -0.06
C -0.05 -0.13 0.01
C 0.01 -0.08 0.05
C 0.00 -0.11 0.03
C -0.04 -0.01 0.09

Calculated values
* total charge: -1
* HOMO energy: -1.335 eV

***

2.
Here is a structure of composition C3H3CoO2 at a distorted geometry from the Open Molecules 2025 dataset. Energies are from ωB97M-V/def2-TZVPD.

Positions of all 9 atoms, in Å:
1 C -0.69529 0.97635 0.42039
2 C -0.81216 -0.32206 -0.32293
3 H -1.15121 -1.16457 0.31220
4 H -1.47992 1.09495 1.18184
5 H -1.44863 -0.34430 -1.22598
6 O 2.42748 -0.21702 0.38868
7 C 1.35663 -0.85699 0.50871
8 O 0.56972 -0.60825 -0.69695
9 Co 1.23337 1.44189 -0.56597

Forces on atoms 1 to 6 (eV/Å):
C 0.37 -0.79 -0.94
C -1.14 -0.15 0.94
H 0.04 0.39 -0.19
H 0.62 0.91 -0.28
H 0.57 0.16 0.13
O -3.34 -2.56 1.87

Calculated values
* total charge: +1
* HOMO energy (spin up / spin down): -13.141 / -15.270 eV
* 2S+1: 6
* energy above the lowest of the compared OMol25 structures with the same formula, charge and spin: 18.5 kcal per mole

***

3.
Here is a structure of composition C8H20KO4 at a distorted geometry from the Open Molecules 2025 dataset. Energies are from ωB97M-V/def2-TZVPD.

Positions of all 33 atoms, in Å:
1 K 1.55332 0.42712 0.40683
2 C 1.05398 4.51112 -1.24337
3 O 0.51863 3.25079 -0.68303
4 C -0.89382 3.40059 -0.58818
5 C -1.54342 2.22897 0.27172
6 O -1.29656 0.88426 -0.13877
7 C -2.02323 -0.16899 0.63465
8 H 2.07257 4.67109 -0.88984
9 H 0.63866 5.41377 -0.79522
10 H 0.94711 4.60664 -2.32391
11 H -1.30860 3.29960 -1.59110
12 H -1.14969 4.34460 -0.10705
13 H -2.63313 2.23828 0.24845
14 H -1.14407 2.29266 1.28393
15 H -3.06612 -0.21778 0.32145
16 H -1.91371 0.03925 1.69896
17 H -1.57031 -1.14038 0.43624
18 C 0.11802 -2.33203 2.53739
19 O 1.04801 -1.84504 1.68280
20 C 1.83474 -2.80667 1.04989
21 C 1.19247 -3.02978 -0.36548
22 O 0.80349 -1.81805 -0.93973
23 C 0.15656 -1.87181 -2.22946
24 H -0.57093 -1.63276 3.01116
25 H 0.70638 -2.85123 3.29394
26 H -0.50201 -3.01747 1.95960
27 H 1.90987 -3.76395 1.56570
28 H 2.82320 -2.49005 0.71704
29 H 0.36246 -3.73056 -0.45540
30 H 1.98531 -3.50305 -0.94473
31 H 0.52386 -2.54233 -3.00638
32 H 0.29338 -0.88452 -2.67063
33 H -0.92657 -1.96227 -2.14733

Forces on atoms 1 to 6 (eV/Å):
K -0.38 0.25 -0.27
C 0.36 -0.21 1.02
O 0.31 1.79 -0.21
C -0.68 -2.66 0.23
C 0.12 -0.13 0.06
O 0.79 -1.66 -0.29

Calculated values
* total charge: +1
* HOMO energy: -13.216 eV
* energy above the lowest of the compared OMol25 structures with the same formula, charge and spin: 29.1 kcal per mole

***

4.
Here is the ion C5H10NO with charge +1 at a distorted geometry from the Open Molecules 2025 dataset. Energies are from ωB97M-V/def2-TZVPD.

Positions of all 17 atoms, in Å:
1 C -1.87644 1.85958 -0.05033
2 N -0.83112 1.17792 -0.32542
3 C -1.04151 -0.21712 -0.57217
4 C 0.11842 -1.11521 -0.91227
5 C 0.74163 -1.69532 0.47508
6 C 1.62426 -0.57529 1.01234
7 O 1.67006 0.60752 0.67798
8 H -1.85815 2.93296 0.17379
9 H -2.91352 1.52234 -0.18384
10 H 0.14007 1.54981 -0.43579
11 H -1.82176 -0.36951 -1.31537
12 H -1.58164 -0.77057 0.20433
13 H 0.88624 -0.63121 -1.52594
14 H -0.07948 -1.85039 -1.72996
15 H 1.35838 -2.54108 0.19826
16 H -0.04061 -1.94272 1.23261
17 H 2.38889 -0.84327 1.71520

Forces on atoms 1 to 6 (eV/Å):
C 0.09 1.91 -0.60
N -1.11 0.61 0.18
C -1.22 -3.11 -1.31
C 1.37 -0.73 0.36
C -0.61 1.93 -2.33
C 0.76 1.12 -0.32

Calculated values
* total charge: +1
* HOMO energy: -14.047 eV
* energy above the lowest of the compared OMol25 structures with the same formula, charge and spin: 57.1 kcal per mole

***

5.
Here is a cluster of 3 separate species, C11H22FN6O4 in total from the Open Molecules 2025 dataset. Energies are from ωB97M-V/def2-TZVPD.

Positions of all 44 atoms, in Å:
1 C -2.00665 -6.01310 5.20736
2 C -1.21726 -4.78667 4.89740
3 O -1.59724 -3.68051 5.08363
4 O 0.07764 -4.99675 4.37859
5 C 0.16898 -4.89223 3.00876
6 N -0.10739 -3.51195 2.53776
7 N -0.79697 -3.27527 1.38375
8 C -0.85336 -1.94764 1.27021
9 F -1.44189 -1.40670 0.26722
10 N -0.25706 -1.30983 2.24365
11 C 0.21119 -2.29931 3.03657
12 N 0.90168 -2.09991 4.17561
13 H -2.04508 -6.09616 6.29446
14 H -3.02530 -5.84483 4.87005
15 H -1.57407 -6.92766 4.81705
16 H -0.51237 -5.55973 2.47289
17 H 1.18432 -5.15294 2.71902
18 H -1.18276 -3.98419 0.77648
19 H 1.82037 -2.47736 4.32109
20 H 0.45198 -1.60619 4.92792
21 C 0.32132 3.25084 -1.11821
22 O 1.37597 2.84761 -1.56874
23 N -0.38162 2.61066 -0.16310
24 C -1.64038 3.11547 0.34923
25 C 0.16232 1.37010 0.35789
26 H -0.15465 4.18399 -1.46251
27 H -1.56680 3.30206 1.42226
28 H -2.44104 2.39439 0.17072
29 H -1.89439 4.04762 -0.14975
30 H 1.14495 1.55166 0.79520
31 H 0.28092 0.64983 -0.45459
32 H -0.50198 0.97077 1.11487
33 C 1.07731 3.16156 -6.88166
34 O 1.58156 3.32819 -7.97400
35 N 1.37929 3.87364 -5.77957
36 C 0.74596 3.62480 -4.49714
37 C 2.37577 4.92549 -5.88652
38 H 0.31015 2.38812 -6.69785
39 H 0.21422 4.52340 -4.16915
40 H 1.48786 3.35947 -3.75213
41 H 0.03098 2.80895 -4.59299
42 H 2.06119 5.67022 -6.61808
43 H 3.32816 4.51054 -6.21695
44 H 2.50419 5.39953 -4.91670

Forces on atoms 1 to 6 (eV/Å):
C 0.21 -0.06 0.22
C -0.24 -0.26 0.13
O -0.01 0.55 -0.10
O -0.08 -0.10 -0.11
C 0.41 -0.11 -0.02
N 0.05 0.06 -0.13

Calculated values
* total charge: +1
* HOMO energy: -10.201 eV

***

6.
Here is the molecule C5H9NO at a distorted geometry from the Open Molecules 2025 dataset. Energies are from ωB97M-V/def2-TZVPD.

Positions of all 16 atoms, in Å:
1 C 0.84232 0.94116 0.48202
2 C 0.96790 0.47409 -1.03081
3 C 0.46496 -0.92878 -0.83971
4 O -0.50451 -1.82886 -1.41301
5 C -0.94107 -0.82587 -0.50209
6 C -1.11260 -0.59795 0.97811
7 N -0.43850 0.72489 1.17866
8 H 1.01326 2.00558 0.56458
9 H 1.60280 0.42855 1.10333
10 H 2.02424 0.54848 -1.35348
11 H 0.34314 1.07322 -1.68974
12 H 1.05393 -1.50498 -0.14364
13 H -1.49281 -0.05143 -1.06739
14 H -0.62598 -1.38509 1.54503
15 H -2.13206 -0.50445 1.35190
16 H -1.06502 1.43143 0.83626

Forces on atoms 1 to 6 (eV/Å):
C 0.20 -0.40 0.22
C 1.02 -0.09 0.06
C -0.48 0.14 0.21
O 0.03 -0.09 -0.29
C -0.79 0.74 -0.15
C 0.12 -0.21 0.18

Calculated values
* HOMO energy: -9.254 eV
* energy above the lowest of the compared OMol25 structures with the same formula, charge and spin: 86.3 kcal per mole

***

Energy list, top to bottom, in hartree: -2140.2311; -1648.8059; -1217.4227; -326.1908; -1161.4319; -325.8000